No. 1
# C4H14GaN2

A molecular structure, C4H14GaN2 (ωB97M-V/def2-TZVPD, the Open Molecules 2025 dataset).

Summary:
HOMO level: -0.14275 Ha
Kohn-Sham gap: 7.61 eV
Charge: -1
Total energy: -59731.9105 eV

Geometry as XYZ:
```
21
Properties=species:S:1:pos:R:3:forces:R:3
C 0.0331 2.3170 -0.8846 0.3 -0.3 0.1
C 0.0049 1.3157 -2.0370 0.3 0.1 0.2
C -0.2815 -0.1555 -1.6534 -0.3 0.3 -0.5
C -0.9991 -0.4117 -0.3350 0.5 -0.2 0.4
N -0.1313 -0.2371 0.8451 -0.5 0.0 -0.2
Ga 0.0506 -1.8528 1.9325 0.3 -0.3 0.4
N 1.7280 -1.8095 2.9540 -0.2 0.2 -0.4
H -0.9015 2.3111 -0.3318 -0.2 0.2 0.0
H 0.2553 3.3227 -1.2392 -0.2 0.1 -0.1
H 0.8086 2.0368 -0.1775 0.0 0.0 0.1
H 0.9861 1.3547 -2.5126 0.1 0.0 -0.2
H -0.6989 1.6764 -2.7890 -0.2 -0.1 0.0
H -0.9071 -0.5824 -2.4448 0.0 -0.1 -0.1
H 0.6445 -0.7228 -1.6768 0.2 -0.1 0.3
H -1.3593 -1.4459 -0.3845 -0.1 -0.1 -0.1
H -1.9012 0.2051 -0.2905 -0.1 0.2 0.0
H -0.5620 0.4749 1.4282 0.2 0.0 0.0
H 0.1203 -3.1235 0.9388 0.0 0.1 -0.1
H -1.1538 -1.9808 3.0107 -0.1 0.1 0.0
H 1.8072 -0.9002 3.4061 0.0 -0.1 0.1
H 2.4573 -1.7920 2.2412 0.1 0.0 0.1
```
Forces are in eV/Å.

Charges obtained by Löwdin population analysis, quoted in units of e:
1 C -0.141
2 C -0.265
3 C -0.227
4 C -0.399
5 N -0.181
6 Ga 0.148
7 N -0.210
8 H 0.056
9 H 0.055
10 H 0.059
11 H 0.087
12 H 0.086
13 H 0.090
14 H 0.097
15 H 0.055
16 H 0.095
17 H 0.003
18 H -0.112
19 H -0.137
20 H -0.081
21 H -0.081

***

No. 2
# C27H19F5N7O4STi

A molecular structure, C27H19F5N7O4STi (ωB97M-V/def2-TZVPD, the Open Molecules 2025 dataset).

Summary:
HOMO level: -0.38644 Ha
Kohn-Sham gap: 6.64 eV
Charge: +1
Total energy: -94462.2577 eV
Energy above the lowest of the compared OMol25 structures with the same formula, charge and spin: 119.0 kJ/mol

Geometry as XYZ:
```
64
Properties=species:S:1:pos:R:3:forces:R:3
Ti 0.1114 -0.2080 -0.0083 -0.2 -0.9 0.4
O -1.6903 -4.0519 -1.4665 0.0 0.0 0.0
C -2.9129 -3.5510 -1.7563 0.0 -0.2 0.0
C -3.7752 -4.3866 -2.4681 0.0 0.1 0.0
C -5.0420 -3.9553 -2.7936 -0.1 0.0 -0.1
C -5.4856 -2.6825 -2.4280 0.1 0.0 0.0
C -4.6365 -1.8548 -1.7317 0.0 0.0 0.0
C -3.3407 -2.2671 -1.3830 0.0 0.1 0.1
C -2.4481 -1.3331 -0.6825 -0.1 -0.2 -0.3
O -1.2384 -1.7223 -0.4085 0.0 0.3 -0.3
N -2.8662 -0.1114 -0.4325 0.5 0.3 0.3
N -1.8118 0.5947 0.1030 -0.5 0.0 -0.3
C -1.9778 1.7842 0.5354 0.1 0.3 0.2
C -0.8100 2.3985 1.1767 -0.4 -0.1 -0.2
C -0.8488 3.6388 1.7869 0.1 -0.1 0.1
C 0.2782 4.0684 2.4713 -0.1 0.1 0.0
C 1.3999 3.2588 2.5100 0.1 -0.1 0.0
C 1.3773 2.0504 1.8352 -0.1 0.1 0.0
N 0.2921 1.6289 1.1879 0.1 0.1 -0.3
H -1.2337 -3.3969 -0.9095 0.1 0.1 0.0
H -3.4290 -5.3753 -2.7364 0.0 0.0 0.0
H -5.7015 -4.6199 -3.3372 0.0 0.0 0.0
H -6.4828 -2.3547 -2.6843 0.0 0.0 0.0
H -4.9512 -0.8643 -1.4342 0.0 0.0 0.0
H -2.9477 2.2679 0.4901 0.0 0.0 0.1
H -1.7493 4.2348 1.7451 0.0 0.0 0.0
H 0.2753 5.0269 2.9723 0.0 0.0 0.0
H 2.2968 3.5545 3.0345 0.0 0.0 0.0
H 2.2429 1.4014 1.7910 0.0 0.0 0.0
N 1.0524 -2.9632 -3.1775 0.1 0.0 0.2
C 1.7298 -3.7153 -2.2437 0.0 0.0 -0.2
C 1.7827 -2.9613 -1.1142 0.0 0.2 0.0
N 1.1500 -1.7610 -1.3447 -0.1 -0.1 0.3
C 0.7182 -1.8031 -2.5853 -0.2 0.2 -0.1
C -0.0720 -0.6791 -3.0476 0.2 -0.2 0.1
N -0.4576 0.2016 -2.1479 0.0 0.3 0.0
C -1.0597 1.2269 -2.8372 0.0 0.0 0.1
C -1.0450 0.9416 -4.1632 0.0 -0.2 -0.1
N -0.4126 -0.2811 -4.2845 0.0 0.1 0.1
H 0.7932 -3.2666 -4.0999 0.0 0.0 0.0
H 2.1059 -4.6968 -2.4684 0.0 0.0 0.0
H 2.2461 -3.1928 -0.1721 0.0 0.0 0.0
H -1.4635 2.0900 -2.3390 0.0 0.0 0.0
H -1.4201 1.4720 -5.0192 0.0 0.0 0.0
H -0.2164 -0.7670 -5.1422 0.0 0.0 -0.1
F 4.0278 -2.8359 4.8748 0.1 0.0 0.0
C 2.9235 -2.3629 4.3150 0.0 0.0 -0.1
C 2.9244 -1.9771 2.9855 -0.2 0.0 0.2
F 4.0163 -2.0737 2.2350 0.1 0.0 -0.1
C 1.7408 -1.4911 2.4729 0.1 0.1 -0.3
F 1.7411 -1.1095 1.1375 0.1 0.1 0.0
C 0.5524 -1.3572 3.1486 -0.2 0.1 0.0
S -0.8788 -0.7670 2.3332 0.5 -0.2 -0.2
C 0.5950 -1.7530 4.4838 0.1 0.0 0.0
F -0.4942 -1.6696 5.2383 -0.1 0.0 0.0
C 1.7542 -2.2482 5.0581 0.0 0.0 -0.2
F 1.7545 -2.6188 6.3284 0.0 0.0 0.1
C 4.0555 1.2033 -1.3668 0.1 0.0 -0.1
O 2.9825 0.3715 -0.8851 -0.2 0.2 0.1
C 1.7651 0.9616 -0.8666 0.3 -0.4 0.0
O 1.5976 2.0821 -1.2816 -0.1 0.0 0.0
H 4.9568 0.6079 -1.2587 0.0 0.0 0.0
H 4.1284 2.1188 -0.7820 0.0 0.0 0.0
H 3.8928 1.4686 -2.4100 0.0 0.0 0.0
```
Forces are in eV/Å.

Charges obtained by Löwdin population analysis, quoted in units of e:
1 Ti 1.026
2 O 0.065
3 C -0.250
4 C -0.007
5 C -0.062
6 C -0.076
7 C -0.022
8 C -0.075
9 C -0.399
10 O -0.211
11 N 0.124
12 N -0.171
13 C -0.042
14 C -0.244
15 C 0.023
16 C -0.015
17 C -0.006
18 C -0.085
19 N -0.036
20 H 0.070
21 H 0.122
22 H 0.112
23 H 0.106
24 H 0.111
25 H 0.150
26 H 0.128
27 H 0.123
28 H 0.121
29 H 0.129
30 N 0.154
31 C -0.028
32 C -0.057
33 N 0.038
34 C -0.244
35 C -0.226
36 N 0.037
37 C -0.066
38 C -0.022
39 N 0.152
40 H 0.172
41 H 0.130
42 H 0.121
43 H 0.123
44 H 0.128
45 H 0.171
46 F 0.146
47 C -0.135
48 C -0.145
49 F 0.138
50 C -0.197
51 F -0.043
52 C -0.489
53 S 0.855
54 C -0.226
55 F 0.115
56 C -0.133
57 F 0.151
58 C -0.039
59 O -0.117
60 C -0.501
61 O 0.042
62 H 0.095
63 H 0.094
64 H 0.095

***

No. 3
# C15H29F7IO4PS

3 unconnected molecules or ions with the total composition C15H29F7IO4PS (ωB97M-V/def2-TZVPD, the Open Molecules 2025 dataset).

Summary:
HOMO level: -0.37054 Ha
Kohn-Sham gap: 8.06 eV
Total energy: -71458.1830 eV

Geometry as XYZ:
```
58
Properties=species:S:1:pos:R:3:forces:R:3
O 2.1596 -0.7892 1.5954 -0.5 0.0 -6.2
P 2.2846 -0.7531 0.0112 3.0 -0.6 6.4
O 2.7889 0.8562 -0.4158 -2.5 -2.0 0.2
S 2.2080 2.0153 0.7404 -0.6 0.6 -0.9
O 3.7061 -1.7703 -0.3315 -2.9 3.4 -0.5
I 5.3130 -0.4832 -0.2435 0.2 -1.1 0.0
O 0.9962 -1.4425 -0.8782 -1.0 3.6 0.5
C -0.2232 -0.6466 -0.9838 -0.7 0.0 -3.1
F -0.0344 0.7935 -1.2913 -0.3 -4.5 1.3
F -0.9171 -1.1985 -2.2146 2.2 1.8 4.1
C -1.3090 -0.8281 0.2267 -0.1 -2.6 2.6
F -0.7982 -0.5143 1.5869 -1.3 -1.0 -4.8
F -1.6550 -2.2985 0.2603 1.4 4.7 -0.3
C -2.7222 -0.0340 0.0627 -2.8 1.5 0.6
F -3.8410 -1.0057 0.2765 3.9 3.8 -0.7
F -2.9589 0.6459 -1.2219 1.0 -2.5 4.5
F -2.7465 1.0189 1.1445 -0.3 -3.6 -4.0
H 1.2642 2.7950 -0.0033 1.3 -1.3 0.4
C -2.6464 -4.3031 -2.5207 0.1 -0.2 0.2
C -1.5638 -4.0051 -3.5466 0.0 0.1 0.0
C -2.0919 -3.2786 -4.7865 0.1 0.0 -0.1
C -3.1239 -4.0571 -5.6105 -0.1 0.0 0.1
C -2.6565 -5.4226 -6.1213 -0.1 0.1 0.0
C -1.4736 -5.3338 -7.0724 0.1 -0.2 -0.1
H -3.4137 -4.9696 -2.9235 0.0 0.1 0.0
H -2.2088 -4.7936 -1.6449 -0.1 0.1 0.0
H -3.1293 -3.3803 -2.1848 0.0 -0.1 0.0
H -1.0610 -4.9352 -3.8319 0.0 0.1 0.0
H -0.7999 -3.3761 -3.0747 -0.1 -0.2 -0.1
H -1.2421 -3.0101 -5.4254 -0.1 0.0 0.0
H -2.5446 -2.3280 -4.4753 0.0 -0.1 0.0
H -3.4167 -3.4386 -6.4686 0.0 -0.1 0.1
H -4.0347 -4.1963 -5.0170 0.1 0.0 0.0
H -3.4917 -5.9008 -6.6463 0.1 0.0 0.1
H -2.4058 -6.0803 -5.2818 0.0 0.1 0.0
H -1.7198 -4.7184 -7.9436 0.1 0.0 0.1
H -1.2029 -6.3330 -7.4303 0.0 0.2 0.0
H -0.5929 -4.9085 -6.5853 0.0 0.0 -0.1
C 2.6152 2.2492 4.7681 0.1 -0.1 0.2
C 1.4790 3.1480 5.2314 -0.1 0.0 -0.1
C 1.2016 4.3106 4.2745 -0.1 0.1 0.1
C 2.3574 5.3020 4.0977 0.1 -0.1 -0.1
C 2.8559 5.9610 5.3866 0.0 0.0 -0.2
C 1.7971 6.8075 6.0752 0.0 0.1 0.2
H 3.5631 2.7909 4.7121 0.0 0.0 0.0
H 2.7488 1.4205 5.4713 0.0 0.1 -0.2
H 2.3989 1.8246 3.7829 0.1 0.0 0.1
H 1.6928 3.5223 6.2381 0.0 0.0 -0.1
H 0.5684 2.5434 5.3162 0.1 0.1 0.0
H 0.3106 4.8470 4.6218 0.1 0.0 -0.1
H 0.9413 3.9045 3.2883 0.0 0.0 0.1
H 2.0352 6.0858 3.4004 0.0 0.0 0.1
H 3.2003 4.7970 3.6120 -0.1 0.0 0.0
H 3.7102 6.6023 5.1402 0.0 -0.1 0.0
H 3.2326 5.2038 6.0831 0.0 0.0 -0.1
H 1.4410 7.6015 5.4110 0.0 -0.1 0.1
H 2.2161 7.2789 6.9706 -0.1 0.0 -0.1
H 0.9396 6.2076 6.3892 0.0 0.1 0.0
```
Forces are in eV/Å.

Charges obtained by Löwdin population analysis, quoted in units of e:
1 O -0.365
2 P 0.586
3 O -0.840
4 S 0.766
5 O -0.789
6 I 0.995
7 O -0.084
8 C -0.223
9 F 0.023
10 F 0.027
11 C -0.072
12 F 0.044
13 F 0.025
14 C -0.133
15 F 0.043
16 F 0.059
17 F 0.028
18 H -0.079
19 C -0.110
20 C -0.274
21 C -0.228
22 C -0.228
23 C -0.275
24 C -0.118
25 H 0.067
26 H 0.073
27 H 0.069
28 H 0.102
29 H 0.083
30 H 0.102
31 H 0.107
32 H 0.109
33 H 0.101
34 H 0.105
35 H 0.099
36 H 0.075
37 H 0.070
38 H 0.065
39 C -0.108
40 C -0.267
41 C -0.227
42 C -0.230
43 C -0.274
44 C -0.117
45 H 0.068
46 H 0.075
47 H 0.045
48 H 0.099
49 H 0.107
50 H 0.102
51 H 0.097
52 H 0.109
53 H 0.099
54 H 0.105
55 H 0.100
56 H 0.076
57 H 0.071
58 H 0.066

***

No. 4
# C14H13ClN2O3

C14H13ClN2O3 in the gas phase (ωB97M-V/def2-TZVPD, the Open Molecules 2025 dataset).

Summary:
HOMO level: -0.32368 Ha
Kohn-Sham gap: 8.91 eV
Total energy: -36374.3910 eV
Energy above the lowest of the compared OMol25 structures with the same formula, charge and spin: 36.3 kJ/mol
SMILES string: O=C(Oc1ccnc2cc(Cl)ccc12)N1CCOCC1

Geometry as XYZ:
```
33
Properties=species:S:1:pos:R:3:forces:R:3
O 1.2838 0.5132 -1.7063 -0.3 0.0 -0.1
C 1.8081 0.7006 -0.6378 0.2 0.1 -0.4
N 3.0587 0.3129 -0.3127 0.0 0.0 0.1
C 3.6216 0.4090 1.0187 0.0 0.0 0.3
H 4.3057 1.2643 1.0799 0.0 -0.1 0.1
C 4.3698 -0.9033 1.3277 0.1 0.1 0.0
H 4.3457 -1.1129 2.3980 0.1 0.1 -0.1
O 3.7325 -1.9865 0.6980 -0.2 -0.1 0.2
C 3.8727 -1.9458 -0.7086 0.1 0.0 -0.2
H 3.0474 -2.5432 -1.1005 0.1 0.1 0.0
C 3.8116 -0.5004 -1.2404 0.0 -0.2 -0.1
H 4.8165 -0.0767 -1.3359 -0.1 0.0 0.0
H 3.3127 -0.4638 -2.2085 0.2 0.0 0.1
H 4.8244 -2.4114 -1.0059 -0.1 0.0 0.0
H 5.4186 -0.8379 1.0047 0.0 0.0 0.1
H 2.8084 0.5601 1.7294 0.2 0.0 -0.1
O 1.2234 1.3967 0.3842 -0.3 0.1 0.2
C -0.1192 1.7007 0.2452 -0.3 0.4 -0.2
C -0.5097 3.0148 0.2045 0.4 -0.6 0.0
C -1.8811 3.2983 0.0980 0.0 0.0 0.0
N -2.8101 2.3896 0.0234 -0.5 0.4 0.0
C -2.4507 1.0929 0.0700 0.7 -0.4 0.1
C -3.4663 0.1182 -0.0027 0.0 -0.4 0.0
C -3.1385 -1.2081 0.0620 -0.1 0.5 0.0
C -1.8063 -1.6282 0.2134 0.3 0.0 0.0
C -0.8052 -0.7013 0.2820 -0.1 -0.2 0.0
C -1.0948 0.6752 0.1978 -0.2 0.2 0.0
H 0.2169 -1.0267 0.4070 0.1 -0.1 0.0
H -1.5879 -2.6826 0.2756 0.0 -0.1 0.0
Cl -4.3750 -2.4085 -0.0279 -0.2 -0.2 0.0
H -4.4863 0.4499 -0.1066 -0.1 0.0 0.0
H -2.2190 4.3256 0.0602 0.0 0.1 0.0
H 0.2222 3.8052 0.2435 0.1 0.1 0.0
```
Forces are in eV/Å.

Charges obtained by Löwdin population analysis, quoted in units of e:
1 O 0.125
2 C -0.524
3 N -0.030
4 C -0.095
5 H 0.130
6 C -0.183
7 H 0.128
8 O -0.130
9 C -0.167
10 H 0.127
11 C -0.101
12 H 0.129
13 H 0.128
14 H 0.123
15 H 0.124
16 H 0.126
17 O 0.075
18 C -0.177
19 C 0.035
20 C -0.127
21 N 0.108
22 C -0.215
23 C -0.032
24 C -0.665
25 C -0.089
26 C 0.002
27 C -0.074
28 H 0.120
29 H 0.106
30 Cl 0.681
31 H 0.115
32 H 0.109
33 H 0.119